C12H26Cl12N2OSSb | wB97M-V/def2-TZVPD

Structure (XYZ):
```
55
Properties=species:S:1:pos:R:3:lowdin_charge:R:1
Sb 3.9553 -2.8889 2.5507 0.488
C 4.2098 -1.4554 0.8477 -0.447
C 5.1412 -0.2599 1.0648 -0.327
C 4.6668 0.8131 2.0459 -0.290
C 3.3740 1.5074 1.5887 -0.431
S 2.0640 1.4858 2.8687 0.996
C 0.7348 0.8465 1.9495 -0.609
N -0.4236 1.3533 1.7026 -0.051
N -1.1154 0.3829 0.9627 0.140
C -0.3049 -0.5974 0.8181 -0.161
O 0.8846 -0.3932 1.4169 0.033
H 3.8292 -4.2080 1.3437 -0.139
H 5.7260 -3.0989 2.5926 -0.129
H 4.0606 -1.5920 3.7627 -0.124
H 2.1835 -2.6703 2.4822 -0.139
H 3.7900 -4.0860 3.8495 -0.159
H 4.6623 -2.0739 0.0645 0.025
H 3.2312 -1.1511 0.4603 0.013
H 5.2932 0.2563 0.1038 0.095
H 6.1176 -0.6253 1.3953 0.090
H 4.5419 0.4209 3.0543 0.051
H 5.4477 1.5793 2.1076 0.099
H 3.5243 2.5576 1.3454 0.067
H 2.9833 1.0121 0.7005 0.070
H -0.4659 -1.5141 0.2772 0.091
C -1.4399 3.0007 0.9854 -1.049
Cl -0.5638 4.0152 -0.1743 0.468
Cl -1.6342 3.8062 2.5485 0.526
H -2.4251 2.7984 0.5828 0.007
H -0.8853 2.0805 1.1378 -0.277
C -2.8576 -0.8225 -2.2757 -1.012
Cl -4.2220 -1.9259 -2.5327 0.525
Cl -1.3136 -1.6709 -2.1734 0.561
H -2.8180 -0.1217 -3.0969 -0.059
H -3.0106 -0.2952 -1.3401 0.019
C -1.6697 -0.5183 4.3551 -1.040
Cl -3.0224 -0.1069 5.4286 0.490
Cl -0.2629 -1.1051 5.2422 0.526
H -2.0011 -1.2985 3.6803 0.023
H -1.3925 0.3741 3.8062 -0.006
C -4.5104 2.7803 -3.8416 -0.999
Cl -3.1347 1.9281 -4.5492 0.525
Cl -4.2890 3.0406 -2.1080 0.523
H -4.6075 3.7418 -4.3320 0.023
H -5.3999 2.1788 -3.9847 0.025
C -5.3996 -5.4106 -1.4849 -1.032
Cl -6.9094 -5.8557 -2.2979 0.487
Cl -5.5793 -5.3635 0.2710 0.504
H -4.6467 -6.1479 -1.7348 0.026
H -5.1060 -4.4262 -1.8265 -0.042
C 0.3195 4.0321 -6.3193 -1.022
Cl 0.3715 2.3117 -6.7200 0.499
Cl -1.3323 4.5980 -6.0451 0.484
H 0.8891 4.1906 -5.4116 0.026
H 0.7420 4.5910 -7.1453 0.021
```

Summary:
- HOMO: -3.80 eV
- F_max: 14.01 eV/A
- Total charge: -1
- Frontier orbital gap: 0.204 Eh
- E: -185526.26647 eV